1.
{"formula": "C4H7HgO2", "method": "ωB97M-V/def2-TZVPD", "symbols": ["O", "C", "C", "Hg", "H", "H", "C", "C", "O", "H", "H", "H", "H", "H"], "positions_angstrom": [[0.75927, -1.61357, 1.44783], [-0.41920, -1.07791, 1.60343], [-0.97398, -0.15580, 0.55390], [2.17560, -1.80703, -0.09172], [-0.60764, 0.19154, 2.00151], [-1.21937, -1.75143, 1.98684], [-0.42697, -0.08844, -0.73307], [0.19785, 1.15438, -1.27237], [1.63722, 1.05690, -1.16425], [-0.78028, -0.81492, -1.47240], [-0.13385, 2.03731, -0.69510], [-0.06019, 1.28939, -2.33653], [1.91969, 1.64531, -0.45898], [-2.06813, -0.06573, 0.63091]], "forces_ev_per_a": [[-4.453, 2.055, 4.103], [1.233, -2.681, -3.754], [-1.331, -2.576, 3.207], [2.182, -0.395, -2.724], [0.130, 0.467, -1.328], [0.216, 0.981, 1.012], [1.081, 1.652, -1.514], [0.524, 0.138, -0.064], [-0.298, 0.423, -0.249], [0.094, -0.130, 0.635], [-0.065, -0.300, -0.340], [0.196, 0.000, 0.422], [0.117, -0.019, 0.017], [0.376, 0.386, 0.577]], "homo_lumo_gap_ev": [5.577, 5.463], "total_charge": 0, "spin_multiplicity": 2, "de_lowest_kj_mol": 388.0}

***

2.
{"formula": "C3H4Br2I2", "method": "ωB97M-V/def2-TZVPD", "symbols": ["C", "C", "C", "Br", "Br", "I", "I", "H", "H", "H", "H"], "positions_angstrom": [[0.48916, -0.39761, -1.12117], [-0.47997, -0.09288, 1.20629], [-0.09368, 0.57597, -0.08666], [2.09895, -1.30180, -0.41803], [-1.73428, -1.58851, 0.98142], [1.46314, 2.10671, 0.23352], [-1.78864, 1.55196, -0.96644], [-0.27822, -1.00886, -1.39121], [0.95027, 0.08971, -2.02855], [0.30057, -0.55804, 1.83537], [-0.92731, 0.62334, 1.75546]], "forces_ev_per_a": [[2.848, 2.766, -0.133], [1.301, -2.113, -0.695], [1.519, -0.247, -0.849], [-0.732, -0.314, -0.085], [0.068, 0.335, -0.082], [-0.599, -0.263, 0.329], [0.028, -0.101, -0.022], [-1.672, -2.424, -0.758], [-1.026, -0.209, 1.071], [0.099, 0.494, -0.901], [-1.834, 2.077, 2.125]], "homo_lumo_gap_ev": 8.905, "total_charge": 0, "spin_multiplicity": 1, "de_lowest_kj_mol": 0.0}

***

3.
{"formula": "C13H22NOS2", "method": "ωB97M-V/def2-TZVPD", "symbols": ["C", "C", "S", "C", "C", "C", "C", "C", "C", "N", "C", "C", "O", "C", "C", "S", "C", "H", "H", "H", "H", "H", "H", "H", "H", "H", "H", "H", "H", "H", "H", "H", "H", "H", "H", "H", "H", "H", "H"], "positions_angstrom": [[-0.16568, -1.64078, 4.35866], [0.63607, -2.50590, 3.39992], [1.56442, -1.64468, 2.13211], [0.30518, -0.68195, 1.25426], [1.08521, 0.03836, 0.17970], [2.09582, 1.04682, 0.82105], [1.70371, 2.46300, 0.37311], [0.57761, 2.32853, -0.66844], [0.28373, 0.87636, -0.79302], [-0.40542, 0.42118, -1.83012], [-0.34153, -1.01625, -2.20206], [-1.07983, -1.33262, -3.49485], [-2.23415, -0.51599, -3.68300], [-1.85375, 0.84384, -3.87193], [-1.07249, 1.42712, -2.70003], [-0.47630, 0.42145, 2.47057], [-1.18343, -0.79182, 3.60114], [-0.69356, -2.29890, 5.06067], [0.50185, -0.99658, 4.93844], [1.43175, -3.02800, 3.95454], [0.00879, -3.24304, 2.88202], [-0.47351, -1.33195, 0.80467], [1.61530, -0.74795, -0.38591], [3.10955, 0.80828, 0.47579], [2.13794, 1.00220, 1.91679], [1.38305, 3.05979, 1.23218], [2.56049, 2.98432, -0.07271], [-0.31268, 2.90787, -0.37994], [0.92156, 2.76471, -1.62474], [0.71370, -1.29433, -2.34102], [-0.74797, -1.62655, -1.37827], [-0.37194, -1.23280, -4.33715], [-1.47836, -2.35009, -3.45160], [-1.24123, 0.95448, -4.78514], [-2.79949, 1.38659, -3.98729], [-1.75487, 2.04371, -2.09164], [-0.30469, 2.08833, -3.13482], [-1.89636, -1.41622, 3.04396], [-1.74849, -0.17053, 4.31409]], "forces_ev_per_a": [[-0.035, 0.140, -0.394], [0.076, -0.471, 0.195], [0.550, -0.258, -0.395], [-0.841, -0.864, 0.759], [0.541, 0.702, -0.013], [0.607, 0.012, -0.357], [0.091, 0.279, 0.093], [0.099, 0.743, 0.426], [-0.360, -0.447, -1.730], [1.062, 0.656, 1.315], [-0.200, -0.452, 0.548], [-0.605, 0.241, -0.433], [0.863, 0.318, 0.262], [-0.342, -0.683, -0.418], [-0.108, 0.375, -0.034], [-0.220, 0.562, -0.535], [-0.377, -0.010, 0.440], [0.048, 0.137, -0.124], [-0.060, -0.046, -0.085], [-0.338, -0.047, -0.263], [0.044, 0.026, 0.367], [0.380, 0.194, 0.329], [-0.123, 0.243, 0.095], [-0.250, 0.019, 0.041], [-0.258, -0.314, -0.415], [-0.034, -0.110, -0.196], [-0.263, -0.121, 0.155], [0.062, -0.220, -0.122], [-0.372, -0.420, 0.176], [-0.240, 0.156, 0.209], [0.121, 0.444, -0.251], [-0.417, -0.013, 0.044], [0.395, 0.094, -0.068], [-0.349, -0.201, 0.145], [0.397, -0.011, -0.095], [0.469, -0.371, 0.044], [-0.184, -0.171, 0.409], [0.118, 0.119, 0.202], [0.056, -0.234, -0.328]], "smiles": "C1CSC([C@@H]2CCCC2=[N+]2CCOCC2)SC1", "homo_lumo_gap_ev": 7.324, "total_charge": 1, "spin_multiplicity": 1, "de_lowest_kj_mol": 0.0}

***

4.
{"formula": "C30H34Cl2MoN5O3P2S4", "method": "ωB97M-V/def2-TZVPD", "symbols": ["Mo", "O", "N", "C", "C", "C", "C", "C", "C", "C", "P", "C", "C", "C", "C", "C", "C", "C", "C", "C", "C", "C", "C", "H", "H", "H", "H", "H", "H", "H", "H", "H", "H", "H", "H", "H", "H", "H", "H", "C", "C", "S", "C", "C", "S", "H", "H", "H", "H", "H", "H", "S", "C", "C", "N", "C", "S", "C", "N", "N", "C", "P", "O", "O", "C", "N", "H", "H", "H", "H", "H", "H", "H", "H", "H", "H", "Cl", "C", "Cl", "H", "H"], "positions_angstrom": [[-0.19348, -0.43448, 0.26168], [0.35115, 0.16367, -2.73133], [-0.05003, 0.83508, -1.59303], [-0.26973, 2.06497, -1.83661], [-0.85491, 3.08380, -0.95437], [-0.60641, 4.40043, -1.34605], [-1.18940, 5.47041, -0.69153], [-2.08730, 5.23241, 0.33689], [-2.36180, 3.92947, 0.72206], [-1.72839, 2.84931, 0.11750], [-2.18718, 1.16302, 0.63273], [-3.75827, 0.97895, -0.27320], [-5.00845, 1.14831, 0.31246], [-6.15583, 1.09873, -0.47010], [-6.06196, 0.89778, -1.83640], [-4.81443, 0.75381, -2.43078], [-3.67128, 0.79305, -1.65439], [-2.63406, 1.19069, 2.39211], [-2.20516, 2.16672, 3.28632], [-2.52648, 2.06461, 4.63242], [-3.24407, 0.97484, 5.10322], [-3.66037, -0.01273, 4.22021], [-3.36646, 0.10210, 2.87150], [0.67251, -0.70183, -2.40484], [-0.02903, 2.39682, -2.84379], [0.05183, 4.58068, -2.18716], [-0.96778, 6.48153, -1.00446], [-2.58684, 6.05502, 0.83072], [-3.08954, 3.75241, 1.50421], [-5.10451, 1.32923, 1.37256], [-7.12378, 1.22081, -0.00268], [-6.95792, 0.85496, -2.44107], [-4.73389, 0.60031, -3.49853], [-2.70536, 0.66461, -2.12792], [-1.61322, 3.00403, 2.94123], [-2.20484, 2.83972, 5.31658], [-3.48267, 0.89556, 6.15562], [-4.21553, -0.87113, 4.57457], [-3.71282, -0.66521, 2.18880], [3.87665, 1.56645, 4.17701], [3.10609, 1.41003, 2.89526], [3.65308, 2.46968, 1.56001], [1.70536, 0.94605, 2.85234], [0.96058, 0.62718, 4.12211], [0.67541, 1.53351, 1.50339], [4.93445, 1.36454, 4.00384], [3.51902, 0.88439, 4.94313], [3.78059, 2.58873, 4.54101], [1.58739, 0.10818, 4.84628], [0.08318, 0.01866, 3.90832], [0.60687, 1.55535, 4.56849], [-0.53474, -1.84158, 2.08061], [-2.03629, -2.68196, 1.78383], [-2.60968, -3.37843, 2.88921], [-3.03033, -3.91126, 3.81784], [-2.61000, -2.62924, 0.55540], [-1.91122, -1.78722, -0.77957], [-3.85585, -3.29855, 0.31049], [-4.85637, -3.82034, 0.09442], [2.50986, -2.61452, 2.40559], [2.84961, -2.53597, 0.95157], [2.06007, -1.07738, 0.10603], [2.80092, 0.03460, 2.51567], [1.07046, -1.69753, -0.94560], [3.50292, -0.27791, -0.67604], [3.08067, 0.87010, -1.44037], [2.98581, -3.38682, 2.86904], [1.48521, -2.72755, 2.51833], [2.76266, -1.71020, 2.85043], [2.48276, -3.43505, 0.45849], [3.93462, -2.49158, 0.86252], [4.02962, -1.04900, -1.25491], [4.14937, 0.02573, 0.14989], [4.90009, 2.60815, 2.03735], [2.99724, 0.66582, -2.42615], [3.69494, 1.65943, -1.30474], [1.84560, -2.51466, -4.03306], [2.56352, -1.58599, -5.35394], [3.84579, -0.49903, -4.78726], [1.78851, -0.98386, -5.81135], [3.00451, -2.27784, -6.06045]], "forces_ev_per_a": [[-0.033, -0.458, 0.014], [0.008, 0.008, -0.017], [0.037, 0.119, 0.037], [0.020, -0.003, -0.047], [0.013, -0.002, -0.027], [0.005, 0.003, 0.002], [-0.003, -0.009, 0.015], [0.013, -0.002, -0.018], [-0.036, 0.043, -0.015], [-0.049, 0.015, 0.089], [0.035, -0.049, -0.106], [0.058, 0.007, -0.108], [0.025, 0.024, -0.019], [0.011, 0.002, 0.031], [0.003, 0.001, -0.016], [-0.012, 0.005, -0.003], [-0.001, -0.029, -0.001], [-0.025, -0.056, -0.012], [0.054, 0.025, 0.044], [0.033, -0.003, 0.024], [-0.003, -0.004, -0.010], [-0.007, 0.013, -0.012], [-0.022, 0.004, -0.040], [0.007, -0.023, 0.005], [-0.004, -0.006, -0.003], [-0.001, 0.001, -0.001], [-0.005, 0.000, -0.002], [0.003, 0.005, -0.003], [0.008, 0.031, -0.077], [0.023, -0.022, 0.080], [0.000, -0.004, -0.001], [-0.002, -0.001, 0.002], [-0.001, -0.001, -0.002], [-0.019, -0.009, 0.003], [0.013, -0.075, 0.049], [0.000, -0.010, -0.001], [-0.001, 0.001, 0.000], [-0.002, 0.001, 0.007], [-0.007, 0.057, 0.013], [0.011, 0.010, -0.018], [0.021, 0.015, 0.008], [0.008, 0.055, 0.037], [-0.042, 0.015, -0.003], [-0.020, -0.022, -0.024], [0.000, 0.067, 0.154], [0.002, 0.000, 0.005], [-0.011, -0.005, 0.008], [-0.002, -0.003, -0.001], [0.005, -0.008, 0.003], [0.011, 0.004, -0.006], [-0.005, 0.049, 0.024], [-0.017, 0.146, -0.109], [0.060, -0.020, 0.026], [0.022, -0.039, -0.015], [-0.018, 0.019, 0.005], [-0.002, -0.012, -0.012], [0.017, 0.025, 0.160], [0.023, -0.018, -0.025], [-0.013, 0.014, 0.013], [0.000, 0.017, 0.005], [0.017, -0.005, 0.004], [0.006, 0.068, 0.018], [0.017, 0.005, 0.012], [-0.184, 0.081, -0.070], [0.011, -0.005, 0.019], [-0.001, -0.014, -0.082], [-0.002, -0.005, 0.003], [0.001, 0.017, 0.004], [-0.037, -0.045, -0.029], [-0.008, 0.008, -0.002], [-0.001, -0.002, 0.012], [-0.011, 0.017, -0.015], [-0.003, -0.026, -0.018], [0.008, 0.007, 0.019], [0.014, -0.020, -0.044], [-0.018, -0.008, 0.019], [0.021, 0.016, 0.030], [0.020, 0.004, -0.029], [-0.020, 0.003, 0.038], [-0.004, 0.000, 0.007], [-0.011, -0.004, -0.004]], "homo_lumo_gap_ev": [6.491, 6.524], "total_charge": 1, "spin_multiplicity": 1, "de_lowest_kj_mol": 237.0}

***

| no. | total energy (eV) |
| --- | --- |
| 1 | -12524.3369 |
| 2 | -159461.6515 |
| 3 | -39039.1753 |
| 4 | -134068.5526 |